#P
DFT (wB97M-V/def2-TZVPD) results for a molecular structure, C26H43Cl3EuN3O3Si.

Its spin multiplicity is 8. Its HOMO energy (spin up / spin down) is -3.064 / -3.074 eV. Its net charge is -1. For the frontier orbital gap (spin up / spin down), the calculation gives 5.2 / 5.2 eV.

XYZ file:
```
80
C26H43Cl3EuN3O3Si wB97M-V/def2-TZVPD
C 0.1758 5.7405 -0.3318
C 0.8079 4.6813 -1.1687
H 0.3707 6.7416 -0.7222
H 0.5774 5.6646 0.6884
H -0.9132 5.6076 -0.2833
C 1.7059 4.9195 -2.1328
C 2.2526 6.2633 -2.4989
H 2.1141 4.1027 -2.7285
H 2.8752 6.6343 -1.6733
H 1.5010 7.0407 -2.7251
H 2.8893 6.1237 -3.3857
Eu -0.3868 -1.9484 1.1618
Cl -3.0142 -1.3367 0.3564
Cl 0.6066 -0.6960 3.6000
C -0.7178 -2.3406 -1.8832
O 0.0702 -2.7286 -0.9776
N -0.4772 -2.5496 -3.1728
C 0.8098 -3.1234 -3.5638
C -1.4694 -2.3099 -4.2165
H -1.6506 -1.8064 -1.6284
H 1.3167 -3.4323 -2.6444
H 1.4074 -2.3721 -4.1029
H 0.6377 -3.9806 -4.2271
H -2.4004 -1.9442 -3.7592
H -1.6698 -3.2383 -4.7703
H -1.1013 -1.5729 -4.9425
H 2.1760 1.8028 1.8491
H 3.8197 2.3004 -0.4500
C 2.9166 0.9937 1.8871
C 4.2079 1.3083 -0.1834
N 3.2095 0.5380 0.5434
H 2.5257 0.1666 2.4749
C 2.6587 -0.5698 0.0186
O 2.0430 -1.4337 0.6818
H 4.4818 0.7597 -1.0907
H 2.8048 -0.6440 -1.0689
H 3.8413 1.3778 2.3204
H 5.0903 1.4541 0.4511
O 0.7774 2.9597 0.4104
C 0.3514 3.2714 -0.8098
C 1.6101 1.5294 -2.2624
C 0.4616 2.2549 -1.9925
H 2.4137 1.5436 -1.5321
C 1.7423 0.7811 -3.4439
H -0.7409 3.3683 -0.6155
C -0.6215 2.1194 -2.8607
H 2.6741 0.2444 -3.6539
C 0.6806 0.7173 -4.3572
C -0.5250 1.3544 -4.0305
H -1.5527 2.6329 -2.6080
H 0.7570 0.1702 -5.3074
H -1.3956 1.2657 -4.6883
Si -0.6698 1.2251 3.0588
Cl -0.4264 0.5673 0.7132
C 0.4513 2.1072 4.3141
C -2.1729 0.1480 3.5200
C -1.4699 2.8415 2.4316
H 1.4813 2.1470 3.9318
H 0.4411 1.5940 5.2855
H 0.0826 3.1328 4.4577
H -0.6525 3.4806 2.0565
H -1.9649 3.3719 3.2606
H -2.1844 2.6542 1.6168
H -2.8797 0.0680 2.6810
H -2.7025 0.5420 4.3955
H -1.8979 -0.8859 3.7845
C -3.6242 -7.7474 2.6750
C -2.9773 -6.3963 2.6691
C -3.4030 -5.4206 1.7763
C -2.7064 -4.2180 1.7002
N -1.6112 -3.9314 2.4439
C -1.2702 -4.8351 3.3958
C -1.8923 -6.0851 3.4839
H -4.6824 -7.6775 2.4087
H -3.1526 -8.4206 1.9488
H -3.5482 -8.2227 3.6557
H -4.2477 -5.6116 1.1154
H -3.0484 -3.4270 1.0098
H -0.4778 -4.5623 4.0980
H -1.5191 -6.8442 4.1629
```

***

#Q
DFT (wB97M-V/def2-TZVPD) results for a molecular structure, C26H43Cl3EuN3O3Si.

Its spin multiplicity is 8. Its HOMO energy (spin up / spin down) is -2.273 / -4.753 eV. Its net charge is -1. For the frontier orbital gap (spin up / spin down), the calculation gives 4.7 / 7.2 eV.

XYZ file:
```
80
C26H43Cl3EuN3O3Si wB97M-V/def2-TZVPD
C 1.6912 -1.6833 -5.3971
C 1.2099 -0.4885 -4.6257
H 1.6490 -1.4754 -6.4762
H 1.0571 -2.5642 -5.1989
H 2.7307 -1.9139 -5.1229
C 0.7439 0.6057 -5.2607
C 0.8140 0.8626 -6.7282
H 0.2782 1.4260 -4.7212
H 0.2222 0.1738 -7.3490
H 1.8443 0.8500 -7.1155
H 0.4283 1.8741 -6.9066
Eu -0.5488 -0.2333 2.2547
Cl 2.0466 -0.8945 2.7574
Cl -1.6499 -2.6296 1.9032
C 0.2711 2.7158 3.0818
O -0.7659 2.1004 3.4440
N 0.3381 3.8829 2.4250
C -0.8470 4.5968 1.9630
C 1.6220 4.3437 1.8912
H 1.2702 2.2597 3.2329
H -1.7443 4.0233 2.2049
H -0.7803 4.7582 0.8760
H -0.8815 5.5818 2.4463
H 2.3833 3.6016 2.1362
H 1.8872 5.3097 2.3383
H 1.5693 4.4709 0.7998
H -2.1741 -1.7447 -1.9898
H -3.0038 0.4392 -3.5411
C -3.0741 -1.3788 -1.4739
C -3.6063 0.7301 -2.6711
N -3.0985 0.0783 -1.4702
H -3.0716 -1.7601 -0.4507
C -2.7708 0.7885 -0.3721
O -2.4161 0.2894 0.7102
H -3.5555 1.8155 -2.5462
H -2.8502 1.8823 -0.5097
H -3.9483 -1.7342 -2.0292
H -4.6469 0.4345 -2.8618
O 0.6401 -1.5028 -2.4443
C 1.4527 -0.5215 -3.1112
C -0.0931 1.3529 -2.4258
C 1.2076 0.8464 -2.5089
H -0.9334 0.6986 -2.6803
C -0.2902 2.6850 -2.0629
H 2.5175 -0.7915 -2.9619
C 2.2937 1.6179 -2.0852
H -1.3038 3.0955 -2.0309
C 0.8012 3.4884 -1.7139
C 2.0909 2.9423 -1.6962
H 3.2773 1.1387 -2.0611
H 0.6207 4.5256 -1.4231
H 2.9387 3.5424 -1.3467
Si 1.0421 -2.9850 -1.9259
Cl 0.6329 1.2504 0.7011
C -0.3780 -4.1548 -2.2719
C 1.2836 -2.9036 -0.0621
C 2.6862 -3.5686 -2.6155
H -1.2227 -3.6726 -2.7810
H -0.7399 -4.5553 -1.3165
H -0.0693 -5.0070 -2.8967
H 2.7668 -3.5836 -3.7100
H 2.8384 -4.5962 -2.2526
H 3.5177 -2.9610 -2.2340
H 1.8938 -2.0575 0.2846
H 1.7487 -3.8294 0.3059
H 0.3143 -2.8194 0.4645
C -0.6182 -1.4835 9.2365
C -0.6956 -1.4170 7.7380
C 0.3154 -0.7952 7.0073
C 0.1854 -0.6766 5.6190
N -0.9054 -1.0992 4.9561
C -1.8329 -1.7876 5.6416
C -1.7792 -1.9510 7.0346
H 0.4256 -1.5737 9.5443
H -1.0241 -0.5844 9.7176
H -1.1744 -2.3359 9.6302
H 1.2083 -0.3965 7.4972
H 0.9783 -0.2462 4.9904
H -2.6529 -2.2349 5.0715
H -2.5876 -2.4866 7.5308
```

***

Name the least stable of them. #P.

***

#P
DFT (wB97M-V/def2-TZVPD) results for a molecular structure, C2H3OPS2.

Its HOMO energy (spin up / spin down) is -9.212 / -9.211 eV. Its net charge is 0. For the frontier orbital gap (spin up / spin down), the calculation gives 7.5 / 7.5 eV.

XYZ file:
```
9
C2H3OPS2 wB97M-V/def2-TZVPD
C 1.1080 -2.2511 0.6032
C 0.4586 -1.2338 0.4800
O 0.2952 1.3852 1.1520
P -0.5223 0.2543 0.4187
S -2.3393 0.1332 0.9476
S 0.1140 1.1236 -2.2208
H 1.6008 -3.1313 0.3016
H 0.3399 2.3444 0.7638
H -1.0548 1.3756 -2.4460
```

***

#Q
DFT (wB97M-V/def2-TZVPD) results for a molecular structure, C2H3OPS2.

Its HOMO energy (spin up / spin down) is -8.826 / -8.827 eV. Its net charge is 0. For the frontier orbital gap (spin up / spin down), the calculation gives 7.6 / 7.6 eV.

XYZ file:
```
9
C2H3OPS2 wB97M-V/def2-TZVPD
C 2.1383 0.5159 0.7990
C 1.2625 -0.6899 0.8298
O 0.2799 1.2189 -1.0137
P -0.9175 0.5677 -0.4411
S 0.0357 -1.7048 0.5796
S -1.4026 1.4659 1.4561
H 1.6728 1.4616 1.2926
H 3.2527 0.0820 0.9929
H -2.6301 0.7014 1.5543
```

***

#R
DFT (wB97M-V/def2-TZVPD) results for a single C2H3OPS2 molecule.

Its SMILES is C[P@@]1(=O)SC1=S. Its HOMO energy is -8.913 eV. Its net charge is 0. For the frontier orbital gap, the calculation gives 8.0 eV.

XYZ file:
```
9
C2H3OPS2 wB97M-V/def2-TZVPD
C -1.1649 -0.3592 -0.2504
C 1.2883 1.0502 0.1898
O 0.7017 -1.6878 1.2546
P 0.4095 -0.5188 0.4236
S 1.5638 2.5049 0.7316
S 1.6872 -0.0025 -1.2143
H -1.3248 -1.2521 -0.8416
H -1.9018 -0.3370 0.4555
H -1.2589 0.6023 -0.7488
```

***

Name the least stable of them. #Q.

***

#P
DFT (wB97M-V/def2-TZVPD) results for 2 unconnected molecules or ions with the total composition C2H4BrP.

Its HOMO energy (spin up / spin down) is -8.678 / -8.342 eV. Its net charge is 0. For the frontier orbital gap (spin up / spin down), the calculation gives 8.3 / 6.9 eV.

XYZ file:
```
8
C2H4BrP wB97M-V/def2-TZVPD
C 0.5755 -0.9402 0.3469
C 1.3099 -0.6017 -0.6718
P -3.7802 0.2459 -0.7838
Br -2.0893 -0.2341 0.6450
H -4.2464 -0.9864 -1.1720
H 0.7473 -1.6103 1.1958
H 1.1462 0.1001 -1.5049
H 2.2829 -1.0469 -0.8736
```

***

#Q
DFT (wB97M-V/def2-TZVPD) results for a single C2H4BrP molecule.

Its SMILES is C=CPBr. Its HOMO energy is -9.401 eV. Its net charge is 0. For the frontier orbital gap, the calculation gives 9.8 eV.

XYZ file:
```
8
C2H4BrP wB97M-V/def2-TZVPD
C -0.3526 0.5110 -0.2052
C 0.0877 0.9748 1.0061
P -0.0591 -0.9596 -1.4739
Br 1.9424 -1.8233 -0.9132
H -0.7881 -1.8183 -0.7182
H -1.2496 0.9113 -0.6801
H -0.5865 1.6410 1.6131
H 1.0058 0.5632 1.3714
```

***

#R
DFT (wB97M-V/def2-TZVPD) results for a molecular structure, C2H4BrP.

Its HOMO energy is -8.968 eV. Its net charge is 0. For the frontier orbital gap, the calculation gives 8.7 eV.

XYZ file:
```
8
C2H4BrP wB97M-V/def2-TZVPD
C 0.0532 0.1585 -1.3978
C -0.7558 1.3216 -0.8879
P -1.7698 0.3811 -1.8058
Br -0.2637 2.9755 -0.2098
H 0.8626 0.3789 -2.0724
H 0.4937 -0.5096 -0.7760
H -0.5619 -0.4570 1.6451
H -1.3679 -0.5951 1.7408
```

***

Name the least stable of them. #P.

***

#P
DFT (wB97M-V/def2-TZVPD) results for a single C3H7NS3 molecule.

Its SMILES is S=CN(S)CCS. Its HOMO energy is -8.711 eV. Its net charge is 0. For the frontier orbital gap, the calculation gives 8.6 eV.

XYZ file:
```
14
C3H7NS3 wB97M-V/def2-TZVPD
C 0.6175 -0.1030 1.4638
C 0.8914 -0.5946 -0.0341
C -0.3163 1.2027 -1.2142
H -1.7994 0.3692 0.8990
H 0.7165 1.0133 1.3436
H 1.3756 -0.5871 2.2713
H 1.6507 0.0906 -0.4127
H 1.1937 -1.6056 -0.0790
H -1.5125 -1.7554 -0.7777
H -1.1905 1.2983 -1.8503
N -0.2961 -0.0369 -0.7799
S -1.0519 -0.5095 1.9394
S -0.9596 -1.2444 -1.9406
S 0.6807 2.4625 -0.8284
```

***

#Q
DFT (wB97M-V/def2-TZVPD) results for a molecular structure, C3H7NS3.

Its HOMO energy is -8.325 eV. Its net charge is 0. For the frontier orbital gap, the calculation gives 6.9 eV.

XYZ file:
```
14
C3H7NS3 wB97M-V/def2-TZVPD
C 2.0604 -1.8732 -0.6705
C 0.0202 -0.0381 2.0262
C -1.1049 0.9878 -1.8110
N 1.4903 -1.5496 0.4635
S 1.4783 -1.2218 -2.0760
S 0.0678 -0.5972 0.2902
S -0.4703 1.5575 -0.2575
H 2.8581 -2.4928 -0.6742
H -0.7666 0.6605 2.2418
H 1.0507 0.1222 2.3792
H -0.3850 -0.7544 2.6290
H -1.5136 1.8397 -2.4331
H -1.7414 0.2190 -1.7692
H -0.3616 0.5976 -2.6073
```

***

Name the least stable of them. #Q.